(1)
Formula: C5H4F6NS2
Source: the Open Molecules 2025 dataset
Level of theory: wB97M-V/def2-TZVPD

## Properties
M, g mol⁻¹: 256.22
LUMO level, Ha: -0.2259
HOMO, eV: -14.3583
Orbital gap, eV: 8.210
Relative energy (zero: lowest compared OMol25 entry of this formula, charge and spin), kJ/mol: 0.0
Net charge: +1

Last column: natural (NBO) charge in e.
Geometry (Å):
S  -0.919  0.527  -2.086  -0.009
S  -1.671  -2.767  -0.346  0.645
F  2.714  -0.412  0.412  -0.305
F  -2.744  0.037  -0.055  -0.179
F  0.964  1.569  1.233  -0.268
F  -1.091  2.319  -0.185  -0.273
F  -1.563  0.595  1.700  -0.151
F  1.591  1.787  -0.758  -0.316
N  -1.428  0.181  0.429  0.285
C  0.655  -1.503  0.755  -0.634
C  -0.624  -1.881  0.290  0.049
C  0.783  1.037  0.092  0.610
C  -0.681  1.098  -0.343  0.280
C  1.422  -0.389  -0.046  0.183
H  -0.733  1.805  -2.605  0.215
H  1.221  -2.506  0.901  0.333
H  1.605  -0.471  -1.093  0.232
H  0.498  -1.026  1.704  0.303

Atomic forces in eV per Å
S 0.3098 1.1071 -0.3684
S 0.3125 0.5289 0.5399
F -0.3862 0.4129 0.9097
F 1.3016 0.5383 0.7672
F -0.1250 0.8737 3.3373
F -0.8541 2.2275 0.3080
F -0.0907 0.3205 0.2333
F -1.2762 -0.3223 -0.0911
N -1.9206 -2.2337 0.2812
C 1.5543 -0.7049 0.0246
C -1.0259 -1.1120 -1.5036
C 2.5559 -1.3970 -2.6981
C 0.5569 0.0343 -2.2628
C 0.3471 -0.1038 0.2345
H 0.0110 -1.0717 0.5230
H -0.4745 1.8340 -0.3200
H -0.9150 -0.8793 -0.9912
H 0.1191 -0.0524 1.0765

=====

(2)
Formula: C17H28N5OP
Source: the Open Molecules 2025 dataset
Level of theory: wB97M-V/def2-TZVPD

## Properties
M, g mol⁻¹: 349.42
LUMO level, Ha: -0.0359
HOMO, eV: -7.6701
SMILES: CN(C)P(=O)(N(C)C)N(C)C.C=CCc1cnc2ccccc2n1
Orbital gap, eV: 6.693

Last column: natural (NBO) charge in e.
Geometry (Å):
P  -2.844  -1.537  -0.300  2.142
O  -1.981  -0.323  0.097  -0.964
N  4.428  1.913  -2.148  -0.368
N  4.773  3.467  0.615  -0.391
N  -4.332  -0.761  0.033  -0.803
N  -2.254  -2.551  0.947  -0.762
N  -3.806  -2.953  -0.820  -0.652
C  1.905  1.670  -1.686  -0.211
C  -4.800  -0.405  1.358  -0.403
C  -5.236  -3.165  -0.625  -0.402
C  5.812  3.159  -0.316  0.210
C  2.241  3.162  0.978  -0.217
C  7.406  1.139  0.902  -0.435
C  0.631  1.907  -0.833  -0.212
C  -3.003  -3.121  2.048  -0.400
C  5.679  2.403  -1.671  -0.030
C  3.335  2.188  -1.252  0.098
C  -4.702  0.266  -0.933  -0.419
C  -3.474  -3.293  -2.211  -0.426
C  8.148  2.225  0.250  -0.186
C  -0.891  -2.279  1.418  -0.400
C  7.313  3.620  0.110  -0.486
C  0.827  2.668  0.540  -0.211
C  3.539  2.942  0.085  0.123
H  -3.974  -3.518  1.755  0.203
H  7.298  4.136  1.145  0.253
H  -3.917  1.020  -1.052  0.200
H  2.337  3.721  1.981  0.235
H  -2.472  -3.983  2.467  0.195
H  -5.847  -2.509  -1.258  0.185
H  -5.628  0.784  -0.664  0.204
H  1.806  1.103  -2.687  0.237
H  -4.881  -0.195  -1.915  0.186
H  -2.388  -3.305  -2.351  0.205
H  -0.227  -2.055  0.577  0.213
H  -0.373  1.516  -1.202  0.255
H  -0.071  2.872  1.216  0.232
H  -5.884  -0.233  1.328  0.190
H  -3.897  -2.562  -2.907  0.175
H  -4.313  0.496  1.753  0.185
H  6.615  2.207  -2.293  0.226
H  -3.144  -2.404  2.864  0.176
H  -5.549  -3.016  0.409  0.205
H  7.651  0.881  1.993  0.215
H  -0.461  -3.155  1.917  0.187
H  7.738  4.312  -0.697  0.223
H  6.547  0.587  0.356  0.219
H  9.205  2.099  -0.168  0.219
H  -0.868  -1.438  2.119  0.185
H  -4.679  -1.212  2.072  0.200
H  -5.496  -4.203  -0.863  0.201
H  -3.840  -4.288  -2.481  0.198

Atomic forces in eV per Å
P -2.1642 0.3975 6.8592
O 1.0549 -0.5579 -3.4694
N 1.8496 2.3674 3.8225
N 0.4214 -2.9971 -5.6547
N -1.7401 0.5663 0.2189
N 1.4618 -0.1543 0.3303
N 0.7280 -0.3978 -2.9053
C -1.3166 1.4073 2.7527
C 0.2392 0.1598 0.2595
C -0.4824 0.7655 0.0691
C -0.6492 0.4726 0.6381
C -1.9016 -1.5775 -2.5130
C 1.0865 1.1359 -0.7203
C 4.8337 0.8970 0.2861
C -0.3860 -0.8608 -0.3567
C -3.1616 0.1348 1.4333
C -0.6763 -0.0317 0.3674
C 0.2014 -0.2556 -0.5158
C 0.2306 -0.5492 0.0055
C -2.1005 -0.5301 0.6613
C 0.2009 0.3151 -0.2610
C -0.8318 -1.8360 -1.6933
C 3.6996 -0.0339 -1.5290
C -2.6583 -0.1710 0.6597
H -0.0435 0.2270 -0.1477
H -0.0046 -0.9794 -1.8156
H -0.0258 0.0795 0.0230
H -0.0406 -1.0389 -1.8832
H 0.1062 0.1285 -0.0858
H -0.0934 -0.1078 0.0324
H 0.1135 -0.2710 0.1798
H 0.3665 1.0984 1.8495
H 0.1013 0.0515 -0.0510
H 0.0418 0.0932 0.0632
H -0.1954 0.1490 0.2285
H 1.5577 0.6160 0.8165
H 1.5097 -0.3645 -1.0979
H 0.1357 0.1339 -0.1932
H -0.0419 -0.1454 -0.1562
H -0.0543 -0.0146 0.1123
H -1.5673 0.3449 0.9650
H 0.0351 0.0972 0.0178
H 0.2205 0.2074 -0.1099
H 0.6690 -1.0525 -2.2533
H -0.3646 -0.0516 -0.0354
H -0.5646 -0.8708 1.1758
H 0.3948 2.0955 1.6891
H -0.9425 0.8379 2.0891
H 0.1114 0.0648 -0.0172
H 0.2795 -0.0901 0.0010
H 0.4118 0.0101 -0.2119
H -0.0552 0.0856 0.0701

=====

(3)
Formula: C2H6NO5
Source: the Open Molecules 2025 dataset
Level of theory: wB97M-V/def2-TZVPD

## Properties
M, g mol⁻¹: 124.07
LUMO level, Ha: -0.1961
HOMO, eV: -15.1258
Orbital gap, eV: 9.789
Net charge: +1

Last column: natural (NBO) charge in e.
Geometry (Å):
O  1.041  0.980  -0.551  -0.122
O  1.657  -0.054  -1.317  -0.197
O  -0.479  0.047  1.547  -0.418
O  -2.191  -0.630  2.657  -0.003
O  -3.112  -0.222  1.592  -0.442
N  -0.978  -0.452  2.541  0.436
C  0.971  -0.335  -2.504  -0.294
C  1.386  0.959  0.648  0.342
H  1.585  -1.253  -2.864  0.261
H  0.979  1.785  1.250  0.258
H  2.130  0.133  0.981  0.259
H  -3.819  -0.774  1.479  0.491
H  -0.060  -0.621  -2.165  0.203
H  0.890  0.438  -3.294  0.223

Atomic forces in eV per Å
O -0.5308 0.6298 -0.0162
O 1.9228 -0.0010 0.8136
O -1.5338 -0.6804 0.6260
O -3.8510 -1.4177 0.4739
O 4.5880 4.4953 -0.7399
N 3.3699 1.0186 -1.1394
C -1.5937 -1.6801 -0.7322
C 1.0254 -1.2799 0.3041
H -1.2035 1.5569 0.5137
H 0.4642 -0.4044 -0.2893
H -1.3063 1.6048 -0.3972
H -2.7324 -3.5771 0.7319
H 0.7909 -0.1444 -0.8875
H 0.5902 -0.1205 0.7384

=====

(4)
Formula: C4H5N3O
Source: the Open Molecules 2025 dataset
Level of theory: wB97M-V/def2-TZVPD

## Properties
M, g mol⁻¹: 111.10
LUMO level, Ha: -0.0019
HOMO, eV: -8.4162
SMILES: c1cnocn[nH]c1
Orbital gap, eV: 8.365
Relative energy (zero: lowest compared OMol25 entry of this formula, charge and spin), kJ/mol: 612.8

Last column: natural (NBO) charge in e.
Geometry (Å):
O  -0.429  -1.436  0.645  -0.451
N  1.616  -0.992  -0.315  -0.297
N  -1.589  -1.292  -0.252  -0.155
N  1.610  0.407  -0.071  -0.440
C  -0.793  1.075  0.059  -0.425
C  0.701  -1.752  0.060  0.388
C  0.556  1.199  0.153  0.077
C  -1.728  0.108  -0.243  0.067
H  0.920  -2.858  -0.140  0.164
H  2.594  0.819  -0.317  0.420
H  -2.728  0.495  -0.702  0.204
H  0.651  2.210  0.672  0.229
H  -1.380  2.017  0.451  0.219

Atomic forces in eV per Å
O -0.7222 -0.1179 0.3600
N 1.7849 1.9669 -0.1261
N -0.4418 5.6945 1.0474
N 2.4641 -0.4956 -0.9780
C -0.9158 3.0578 1.8076
C 0.3694 -2.6563 -0.8526
C -1.2469 2.0127 1.7009
C -2.4234 -5.9764 -2.7989
H -0.4995 1.4941 0.2288
H -2.9861 -1.0400 0.8521
H 1.7341 -1.0232 0.9386
H 1.3970 -1.3124 -1.1531
H 1.4861 -1.6043 -1.0268